No. 1
C4H7NO in the gas phase, computed with wB97M-V/def2-TZVPD.

Properties
Max |F| in eV/A: 0.56
2S+1: 1
Relative energy (zero: lowest compared OMol25 entry of this formula, charge and spin) in eV: 2.079
HOMO in eV: -10.0

XYZ file:
```
13
Properties=species:S:1:pos:R:3:forces:R:3:mulliken_charge:R:1
H -1.290 1.575 0.356 0.264 0.033 0.109 0.2875
H 1.676 -1.278 -0.907 -0.207 0.037 0.175 0.2522
C -1.122 -0.827 0.618 -0.257 0.034 -0.131 -0.0973
C 1.402 -0.668 -0.039 0.030 0.031 0.091 -1.1449
H 0.528 1.913 0.321 -0.022 0.173 -0.363 0.2391
N -0.261 0.667 -1.307 -0.204 -0.069 -0.123 -0.6011
H 1.577 -1.252 0.870 -0.065 0.092 -0.075 0.3538
C -0.024 -0.171 -0.145 0.112 -0.068 0.207 1.0347
H -1.204 0.557 -1.670 -0.020 -0.060 0.132 0.3090
O -2.303 -0.755 0.362 0.511 -0.210 -0.076 -0.5113
H -0.754 -1.250 1.577 -0.157 -0.255 -0.161 0.2738
C -0.302 1.297 -0.003 0.040 0.407 0.186 -0.6905
H 2.078 0.192 -0.033 -0.024 -0.146 0.027 0.2950
```
Forces are in eV/Å.

***

No. 2
C4H7NO in the gas phase, computed with wB97M-V/def2-TZVPD.

Properties
Max |F| in eV/A: 0.44
2S+1: 1
Relative energy (zero: lowest compared OMol25 entry of this formula, charge and spin) in eV: 1.929
HOMO in eV: -9.5

XYZ file:
```
13
Properties=species:S:1:pos:R:3:forces:R:3:mulliken_charge:R:1
C 1.142 -0.933 1.044 0.085 -0.087 0.326 -0.4796
H 2.382 0.254 -0.421 0.064 -0.060 0.123 0.2201
C 1.669 0.320 0.395 0.086 0.239 -0.307 -0.2826
C -1.607 0.684 -1.161 0.003 0.034 0.005 -0.8552
C -0.982 -0.190 -0.092 -0.103 -0.160 0.123 0.5507
H 1.796 1.208 1.021 -0.374 -0.168 -0.170 0.2393
H -2.257 0.011 -1.731 0.120 0.171 0.039 0.2678
N 0.374 -0.216 0.096 -0.098 -0.333 -0.161 -0.0397
O -1.676 -0.981 0.521 0.035 0.188 -0.059 -0.5929
H -0.924 1.190 -1.848 0.079 -0.113 0.287 0.2852
H 0.837 -0.833 2.084 0.012 -0.054 -0.080 0.2252
H -2.262 1.417 -0.683 0.139 -0.049 -0.033 0.2425
H 1.508 -1.929 0.777 -0.048 0.392 -0.094 0.2193
```
Forces are in eV/Å.

***

No. 3
C4H7NO in the gas phase at a distorted geometry, computed with wB97M-V/def2-TZVPD.

Properties
Max |F| in eV/A: 1.24
2S+1: 1
Relative energy (zero: lowest compared OMol25 entry of this formula, charge and spin) in eV: 4.424
HOMO (spin up / spin down) in eV: -7.3 / -7.0

XYZ file:
```
13
Properties=species:S:1:pos:R:3:forces:R:3:mulliken_charge:R:1
H 1.810 0.992 0.420 -0.232 -0.029 0.084 0.2338
H -1.551 -1.049 -0.003 0.189 -0.032 0.062 0.2927
N 0.561 -0.574 -0.173 -0.071 -0.038 -0.088 -0.1474
H -0.421 -2.439 -0.050 -0.070 0.162 -0.014 0.2850
C -0.563 -1.417 0.311 0.015 -0.137 0.132 -0.7639
C 0.792 0.617 0.670 0.147 -0.104 0.271 -0.3644
O -0.346 1.217 -1.148 -0.669 0.939 -0.461 -0.2105
H -0.541 -1.438 1.406 0.016 -0.077 -0.170 0.3004
C 0.225 0.059 -1.387 0.516 -0.875 -0.272 -0.3404
C -0.256 1.536 0.150 0.206 0.214 0.413 -0.2577
H 0.761 0.359 1.730 -0.057 0.107 -0.146 0.3181
H -0.007 -0.430 -2.322 -0.041 -0.029 0.223 0.3278
H -0.462 2.567 0.395 0.052 -0.101 -0.035 0.3266
```
Forces are in eV/Å.

***

No. 4
A molecular structure, C4H7NO at a distorted geometry, computed with wB97M-V/def2-TZVPD.

Properties
Max |F| in eV/A: 4.80
2S+1: 1
Relative energy (zero: lowest compared OMol25 entry of this formula, charge and spin) in eV: 5.345
HOMO in eV: -9.4

XYZ file:
```
13
Properties=species:S:1:pos:R:3:forces:R:3:mulliken_charge:R:1
H 0.827 -1.652 0.611 0.355 -0.292 -0.081 0.3139
H -2.040 -1.215 0.017 0.486 0.829 -0.083 0.3331
N -0.880 0.387 1.173 -0.072 2.375 -0.715 -0.5397
O 1.848 0.811 0.309 -0.226 -0.080 0.171 -0.5637
C 0.927 0.231 -0.569 -1.058 0.109 -0.186 -0.1545
C -0.522 0.641 -0.341 -0.738 3.188 -0.096 -0.1485
H 1.373 0.888 1.154 0.146 -0.059 -0.045 0.4174
H 1.298 0.398 -1.588 -0.165 -0.295 0.287 0.3750
C 0.384 -1.181 -0.256 -1.087 -0.387 0.894 -0.5699
H -1.390 1.422 0.846 0.001 -3.796 2.932 0.2763
C -1.129 -0.608 0.168 1.312 -0.089 -1.327 -0.3304
H 0.362 -1.819 -1.154 -0.180 0.162 0.530 0.3047
H -1.058 1.695 -0.371 1.224 -1.664 -2.282 0.2863
```
Forces are in eV/Å.

***

No. 5
A molecular structure, C4H7NO at a distorted geometry, computed with wB97M-V/def2-TZVPD.

Properties
Max |F| in eV/A: 3.09
2S+1: 1
Relative energy (zero: lowest compared OMol25 entry of this formula, charge and spin) in eV: 3.543
HOMO in eV: -8.0

XYZ file:
```
13
Properties=species:S:1:pos:R:3:forces:R:3:mulliken_charge:R:1
H -0.937 2.518 -0.628 -2.084 1.431 -1.173 0.4247
H 2.208 -1.105 0.549 -0.203 -0.005 0.080 0.3090
H -1.375 -0.369 1.020 0.082 0.056 -0.183 0.2497
C -0.789 0.964 -0.656 0.115 -1.701 -0.446 0.3208
O -1.643 1.956 -1.075 2.571 0.833 1.504 -0.5268
C 1.155 -1.092 0.855 0.046 -0.027 0.083 -0.9048
H 1.056 -0.429 1.732 -0.006 -0.057 -0.112 0.3368
C 0.514 0.639 -0.800 -0.163 0.273 -0.005 -0.5853
N 0.347 -0.679 -0.277 0.160 -0.433 -0.026 -0.1464
H -1.768 -0.979 -0.628 0.050 -0.078 0.132 0.2409
H 1.446 1.044 -1.198 -0.422 -0.008 0.070 0.3894
C -1.089 -0.357 -0.039 -0.209 -0.487 0.102 -0.4129
H 0.875 -2.112 1.146 0.061 0.205 -0.024 0.3049
```
Forces are in eV/Å.

***

No. 6
C4H7NO in the gas phase at a distorted geometry, computed with wB97M-V/def2-TZVPD.

Properties
Max |F| in eV/A: 1.50
2S+1: 1
Relative energy (zero: lowest compared OMol25 entry of this formula, charge and spin) in eV: 3.500
HOMO in eV: -9.5

XYZ file:
```
13
Properties=species:S:1:pos:R:3:forces:R:3:mulliken_charge:R:1
H -0.567 1.138 -1.675 -0.128 0.090 0.307 0.2508
H 2.031 1.082 -0.400 -0.111 -0.393 -0.189 0.2711
H 0.924 -0.376 1.914 0.038 0.022 -0.110 0.2567
N 0.912 0.416 1.277 0.038 -0.023 0.195 -0.6997
H -1.259 -1.282 1.074 -0.016 0.017 -0.201 0.2622
O -1.804 -0.213 -0.659 -0.342 0.054 -0.056 -0.4082
C 1.557 0.178 -0.019 -0.314 -0.070 -0.597 -0.7139
H -1.273 1.809 -0.153 -0.397 0.044 -0.084 0.2895
H 1.812 -0.772 -0.454 1.274 -0.435 0.665 0.3059
C -0.880 -1.038 0.068 0.070 -0.181 0.155 -0.4193
H -0.649 -1.983 -0.448 0.153 0.353 -0.031 0.2468
C 0.103 0.128 0.127 -0.144 0.030 -0.113 0.8540
C -0.905 0.913 -0.651 -0.121 0.492 0.060 -0.4959
```
Forces are in eV/Å.

***

No. 7
C4H7NO in the gas phase at a distorted geometry, computed with wB97M-V/def2-TZVPD.

Properties
Max |F| in eV/A: 1.73
2S+1: 1
Relative energy (zero: lowest compared OMol25 entry of this formula, charge and spin) in eV: 3.402
HOMO in eV: -9.3

XYZ file:
```
13
Properties=species:S:1:pos:R:3:forces:R:3:mulliken_charge:R:1
H -2.057 0.263 1.026 -0.193 0.186 0.161 0.2915
C -1.862 -0.102 0.028 -0.719 -0.406 0.576 -0.3621
H -1.449 1.720 -0.630 1.005 -1.271 -0.604 0.3018
C -0.477 -0.453 -0.346 -0.239 0.897 -0.592 -0.3277
H -0.285 -1.525 -0.596 -0.385 1.260 -0.857 0.2798
O 0.617 1.570 -0.017 0.685 0.061 0.521 -0.5991
H 2.344 0.181 1.310 0.001 -0.067 -0.123 0.3185
C 1.980 -0.320 0.409 0.139 -0.049 0.082 -1.0827
H 1.910 -1.393 0.600 -0.127 0.115 -0.081 0.3371
H 2.720 -0.150 -0.381 -0.142 -0.020 0.098 0.2622
H -2.512 -0.888 -0.326 -0.361 -0.399 0.542 0.2567
N -1.614 0.771 -1.047 0.433 -0.926 -0.006 -0.5536
C 0.683 0.353 0.019 -0.097 0.619 0.282 0.8776
```
Forces are in eV/Å.

***

No. 8
C4H7NO in the gas phase, computed with wB97M-V/def2-TZVPD.

Properties
Max |F| in eV/A: 0.37
2S+1: 1
Relative energy (zero: lowest compared OMol25 entry of this formula, charge and spin) in eV: 4.874
HOMO in eV: -8.6

XYZ file:
```
13
Properties=species:S:1:pos:R:3:forces:R:3:mulliken_charge:R:1
H 0.694 -0.293 -2.511 -0.024 0.006 0.157 0.2246
H -0.693 -0.868 -1.452 0.193 0.066 -0.050 0.2474
C -1.582 0.080 0.511 0.205 0.046 0.298 -0.2413
N 0.630 0.632 -0.561 -0.026 0.136 0.037 -0.3171
C -0.382 1.010 0.424 -0.060 0.024 0.022 -0.3709
O -1.712 -0.420 1.706 0.055 0.113 -0.053 -0.2242
H 2.301 -0.730 -0.546 -0.182 0.015 0.023 0.2402
H -0.783 1.994 0.140 -0.013 -0.162 0.032 0.1986
H 0.868 -1.300 0.446 0.015 0.078 -0.168 0.1776
C 1.227 -0.680 -0.378 0.150 -0.200 0.104 -0.2699
H 0.139 1.139 1.396 -0.111 -0.059 -0.091 0.3990
C 0.300 -0.431 -1.508 -0.100 -0.107 -0.241 -0.3637
H -1.006 -0.135 2.334 -0.103 0.042 -0.070 0.2998
```
Forces are in eV/Å.

***

No. 9
C4H7NO in the gas phase, computed with wB97M-V/def2-TZVPD.

Properties
Max |F| in eV/A: 0.43
2S+1: 1
Relative energy (zero: lowest compared OMol25 entry of this formula, charge and spin) in eV: 1.797
HOMO in eV: -9.8

XYZ file:
```
13
Properties=species:S:1:pos:R:3:forces:R:3:mulliken_charge:R:1
H -1.954 -0.575 -1.681 0.132 -0.017 0.020 0.3403
H 1.064 -1.245 1.117 0.086 0.173 -0.084 0.2284
C 0.887 -0.861 0.116 0.214 -0.157 0.104 -0.6054
C 0.071 1.469 1.086 0.001 0.005 0.039 -1.2112
H 0.509 2.461 0.939 -0.001 -0.185 -0.014 0.3309
C 0.376 0.542 -0.078 -0.024 0.183 -0.048 0.2965
O -0.969 -2.353 -1.591 -0.088 0.426 -0.015 -0.5230
H 0.453 1.066 2.030 -0.072 0.021 -0.145 0.3118
H -1.011 1.586 1.187 0.149 0.036 -0.031 0.2716
C -1.157 -1.207 -1.250 0.086 -0.178 -0.050 0.0770
H 1.502 -1.302 -0.669 -0.107 0.089 0.141 0.2557
N -0.481 -0.613 -0.210 -0.191 -0.228 -0.008 -0.1740
H 0.709 1.031 -0.996 -0.187 -0.169 0.093 0.4014
```
Forces are in eV/Å.

***

No. 10
C4H7NO in the gas phase, computed with wB97M-V/def2-TZVPD.

Properties
Max |F| in eV/A: 0.40
2S+1: 1
Relative energy (zero: lowest compared OMol25 entry of this formula, charge and spin) in eV: 2.473
HOMO in eV: -8.5

XYZ file:
```
13
Properties=species:S:1:pos:R:3:forces:R:3:mulliken_charge:R:1
H 0.387 -0.665 1.749 0.027 -0.001 -0.100 0.2664
C 0.490 -0.712 0.659 -0.006 0.267 0.029 -0.3232
C -0.238 1.387 -0.424 -0.185 -0.194 0.042 0.2121
H 0.432 2.746 -1.849 0.030 -0.027 -0.180 0.2387
C 0.105 2.567 -0.835 0.106 0.290 -0.096 -0.8255
H -1.720 -1.254 0.206 0.067 -0.031 -0.042 0.4051
H 0.389 -2.199 -0.741 0.026 -0.051 0.094 0.1890
O -1.811 -0.313 -0.014 0.002 0.192 0.075 -0.5193
H 0.075 3.431 -0.187 -0.018 0.097 0.153 0.2401
H 0.749 -2.745 0.764 -0.103 0.019 -0.053 0.2199
N 0.187 -2.079 0.247 0.121 -0.201 -0.083 -0.6365
H 1.499 -0.366 0.395 -0.232 -0.013 0.059 0.3029
C -0.544 0.204 0.031 0.166 -0.347 0.102 0.2303
```
Forces are in eV/Å.

***

No. 11
C4H7NO in the gas phase, computed with wB97M-V/def2-TZVPD.

Properties
Max |F| in eV/A: 0.44
2S+1: 1
Relative energy (zero: lowest compared OMol25 entry of this formula, charge and spin) in eV: 1.006
HOMO in eV: -9.6

XYZ file:
```
13
Properties=species:S:1:pos:R:3:forces:R:3:mulliken_charge:R:1
H 1.544 -0.920 0.365 -0.157 0.025 0.048 0.2511
C 0.582 -0.705 0.840 -0.007 -0.196 -0.109 -0.4212
C -0.262 1.303 1.266 -0.259 0.153 -0.103 0.0606
H 0.311 -1.537 1.499 0.015 0.130 -0.104 0.2795
N -1.037 0.964 0.326 0.274 0.093 0.335 -0.5909
H 0.826 0.549 -1.599 -0.114 -0.095 -0.022 0.3111
C -0.019 -0.149 -1.594 0.021 0.003 -0.052 -1.3293
O 0.736 0.476 1.650 0.025 0.072 0.022 -0.3776
H -0.311 2.237 1.817 -0.016 -0.141 -0.058 0.3957
H -0.808 0.268 -2.226 0.113 -0.082 0.081 0.3452
C -0.529 -0.327 -0.168 0.022 -0.195 -0.119 0.4009
H 0.313 -1.101 -2.023 -0.047 0.120 0.084 0.3446
H -1.345 -1.059 -0.154 0.129 0.113 -0.003 0.3303
```
Forces are in eV/Å.

***

No. 12
3 unconnected molecules or ions with the total composition C4H7NO at a distorted geometry, computed with wB97M-V/def2-TZVPD.

Properties
Max |F| in eV/A: 1.38
2S+1: 1
Relative energy (zero: lowest compared OMol25 entry of this formula, charge and spin) in eV: 3.883
HOMO in eV: -10.0

XYZ file:
```
13
Properties=species:S:1:pos:R:3:forces:R:3:mulliken_charge:R:1
H 2.150 -1.230 -1.586 0.043 0.000 0.026 0.2014
C -1.938 -0.313 0.638 -0.037 0.020 -0.009 -1.2082
C -0.257 0.423 -1.206 0.125 0.376 0.404 -0.5204
H -2.590 0.461 0.220 0.096 -0.113 0.049 0.3341
C -0.546 -0.206 0.065 -0.059 -0.228 0.155 0.5806
C 2.491 0.751 1.092 0.254 1.128 0.757 0.1542
O 2.669 1.707 1.676 -0.184 -1.080 -0.650 -0.1744
H -0.211 0.441 -2.288 -0.025 0.009 0.111 0.3279
H 2.334 -0.822 -0.991 -0.020 -0.080 -0.097 -0.1913
N 0.007 1.179 -0.238 -0.154 -0.252 -0.554 -0.4662
H -2.379 -1.292 0.417 0.064 0.127 0.031 0.3062
H 0.186 -0.906 0.475 -0.104 0.113 -0.083 0.3787
H -1.917 -0.191 1.726 0.001 -0.021 -0.140 0.2776
```
Forces are in eV/Å.